[1]
The following is a quantum chemistry calculation of a molecular structure, C45H36BCaN8O6, from the Open Molecules 2025 dataset.

Each line ends with the Mulliken charge.
Cartesian coordinates (Å):
Ca -0.05089 -0.14676 0.21412  2.785
C -2.29422 -2.08092 -4.63402  -1.449
C -2.17519 -1.06524 -3.54689  1.022
C -2.61597 0.23701 -3.57189  -1.668
C -2.27145 0.77237 -2.31862  -0.032
N -1.67343 -0.16344 -1.58771  0.071
N -1.60551 -1.28485 -2.34136  0.685
B -0.95268 -2.60710 -1.84670  -1.402
N -1.54549 -3.01429 -0.48248  0.135
N -1.20668 -2.35447 0.64576  0.492
C -1.89079 -2.90900 1.64080  -0.217
C -2.70602 -3.94132 1.14110  -1.529
C -2.45495 -3.97403 -0.21492  0.927
C -3.03941 -4.86495 -1.26152  -1.400
C -1.72152 -2.43643 3.02715  0.333
C -2.82191 -2.31983 3.87369  -0.516
C -2.66980 -1.84644 5.16961  -0.806
C -1.41253 -1.48086 5.63352  -0.397
C -0.31268 -1.59420 4.79532  -0.631
C -0.46410 -2.07467 3.50219  0.046
N 0.59660 -2.56555 -1.78096  1.136
N 1.31309 -1.92778 -0.82658  -0.085
C 2.59824 -2.10244 -1.11248  0.084
C 2.72090 -2.88140 -2.27474  -1.251
C 1.43290 -3.14724 -2.67256  0.618
C 1.00686 -3.92250 -3.87445  -1.403
C 3.68605 -1.53570 -0.29170  0.706
C 4.99773 -1.94406 -0.53913  -0.798
C 6.06496 -1.43076 0.17872  -0.749
C 5.84646 -0.48679 1.17320  -0.458
C 4.54803 -0.07698 1.43466  -1.205
C 3.47824 -0.59371 0.71553  0.121
C -2.49342 2.15345 -1.84606  1.001
C -3.33987 2.98419 -2.58354  -1.036
C -3.55568 4.30431 -2.22417  -0.692
C -2.91965 4.83400 -1.10870  -0.552
C -2.08293 4.01956 -0.36260  -1.547
C -1.87636 2.69410 -0.72025  0.336
H -2.90494 -1.67071 -5.43713  0.409
H -2.76033 -3.00124 -4.28049  0.191
H -1.32090 -2.33931 -5.04967  0.137
H -3.09732 0.72637 -4.40173  0.395
H -1.23860 -3.44901 -2.64959  -0.204
H -3.35985 -4.59294 1.69788  0.524
H -3.73850 -5.56010 -0.79945  0.381
H -2.26755 -5.43827 -1.77641  0.217
H -3.57792 -4.28525 -2.01347  0.221
H -3.80411 -2.58082 3.49723  0.417
H -3.53504 -1.74746 5.81339  0.385
H -1.29380 -1.09233 6.63731  0.417
H 0.66732 -1.29597 5.14565  0.433
H 0.39377 -2.16350 2.84722  0.451
H 3.61740 -3.19220 -2.78419  0.413
H 1.88961 -4.34097 -4.35595  0.423
H 0.50103 -3.28211 -4.59638  0.134
H 0.33194 -4.73896 -3.61713  0.226
H 5.18509 -2.68222 -1.30826  0.321
H 7.07013 -1.76892 -0.04176  0.355
H 6.67625 -0.07589 1.73395  0.411
H 4.34751 0.66259 2.19968  0.372
H 2.50601 -0.21098 0.99262  0.621
H -3.84251 2.58446 -3.45491  0.309
H -4.21851 4.92045 -2.81947  0.382
H -3.07322 5.86786 -0.82616  0.401
H -1.56570 4.40941 0.50534  0.466
H -1.22187 2.13557 -0.07062  1.124
O -2.12100 0.42977 1.50315  -0.314
C -2.27566 0.95072 2.59546  -0.647
C -1.26426 1.48038 3.48354  1.117
C -1.70452 2.09990 4.64466  -0.387
C -0.80668 2.62424 5.54327  -0.816
C 0.57830 2.55131 5.28848  -0.205
C 1.03581 1.93887 4.16372  -1.158
C 0.14375 1.33760 3.21281  -0.082
O 0.58101 0.69492 2.22052  0.409
N -1.28318 3.24823 6.75018  1.022
O -2.49060 3.30821 6.94058  -0.659
O -0.46094 3.73427 7.51450  -0.676
H -3.30690 1.05494 2.98552  0.137
H -2.76527 2.16609 4.85434  0.511
H 1.26095 2.98909 6.00346  0.528
H 2.09475 1.87379 3.95147  0.387
O 1.52692 3.19162 0.26228  -0.736
C 1.71417 2.64424 -0.81061  -0.552
N 1.24485 1.41493 -1.19303  1.213
C 1.57121 1.18048 -2.50574  -0.724
O 1.28219 0.19845 -3.16619  -0.645
C 2.39199 2.34728 -3.01058  0.215
C 2.98630 2.59470 -4.22902  -0.324
C 3.67203 3.79930 -4.37924  -0.529
C 3.74659 4.71513 -3.33299  -0.445
C 3.13727 4.45147 -2.10736  -0.519
C 2.46799 3.25493 -1.97258  0.091
H 2.91378 1.87559 -5.03577  0.490
H 4.15301 4.03347 -5.32144  0.402
H 4.28697 5.64228 -3.48041  0.396
H 3.18685 5.15098 -1.28179  0.492

Cartesian forces, eV/Å:
-0.09 0.15 0.28
0.01 -0.03 0.03
-0.01 -0.01 0.03
-0.04 0.12 0.00
0.01 -0.13 0.03
0.17 0.06 -0.04
-0.04 -0.02 -0.16
-0.12 -0.15 -0.11
0.06 0.07 0.05
0.04 -0.03 0.10
0.05 0.02 -0.16
-0.02 0.02 0.16
0.01 0.01 0.00
0.02 0.05 0.00
-0.06 0.00 -0.09
-0.02 -0.01 0.04
0.02 -0.01 -0.04
-0.03 0.01 -0.01
0.01 -0.01 -0.02
0.02 0.04 0.01
0.06 -0.15 -0.23
-0.07 0.24 0.07
-0.08 -0.04 -0.01
0.12 0.03 0.04
0.01 0.03 0.08
-0.05 0.02 0.04
-0.03 0.02 -0.01
0.01 -0.03 -0.03
0.01 0.03 0.03
-0.02 -0.04 -0.04
-0.04 -0.02 -0.02
0.11 0.12 0.15
0.01 -0.04 -0.04
-0.02 0.01 -0.03
0.03 0.01 0.04
-0.03 -0.04 -0.07
0.02 -0.02 0.03
-0.04 0.22 0.13
0.00 0.01 0.00
0.01 0.01 -0.01
0.00 0.00 0.00
0.00 0.00 0.02
-0.02 0.03 0.06
0.01 0.01 -0.02
0.00 0.00 0.01
-0.01 0.00 0.00
0.00 -0.02 0.00
0.00 0.01 0.02
0.00 0.00 0.00
0.00 -0.01 0.00
0.01 0.00 -0.01
0.01 0.00 0.02
-0.01 0.01 0.01
0.01 0.00 0.00
0.00 -0.01 0.00
0.00 0.01 -0.01
0.00 0.01 0.00
0.00 0.00 0.00
0.00 0.00 0.00
0.02 0.00 0.00
-0.07 -0.13 -0.17
0.00 0.01 0.00
0.00 0.00 0.00
0.00 0.00 0.00
0.00 0.00 -0.01
0.05 -0.13 -0.21
0.18 -0.01 -0.12
-0.18 0.03 0.12
0.14 -0.09 -0.15
-0.14 -0.01 0.09
0.13 -0.12 -0.03
-0.02 0.04 0.10
0.03 -0.07 -0.06
-0.08 -0.04 -0.01
0.20 -0.01 -0.02
-0.08 0.41 -0.11
0.04 -0.13 0.06
0.01 -0.14 0.06
-0.01 0.01 -0.02
0.01 0.00 -0.01
-0.01 0.00 -0.01
0.00 0.00 0.00
0.06 -0.02 0.06
-0.17 0.06 -0.22
-0.22 -0.16 0.14
0.26 -0.01 0.16
-0.09 0.01 -0.04
-0.10 0.04 0.01
-0.02 -0.01 -0.06
-0.01 -0.01 0.02
-0.02 -0.03 -0.01
0.05 0.06 0.06
0.03 -0.10 0.04
0.01 0.01 0.01
0.00 -0.02 0.00
-0.01 0.01 0.01
0.00 0.00 -0.02

Calculated values
LUMO energy, eV: 2.25
Frontier orbital gap, eV: 8.09
Total charge: -1
HOMO level, Ha: -0.2147



[2]
The following is a quantum chemistry calculation of a molecular structure, C28H27CoN5O3Te, from the Open Molecules 2025 dataset.

Each line ends with the Mulliken charge.
Cartesian coordinates (Å):
Co -1.08975 0.83378 0.15146  -0.752
O 2.62029 2.24876 2.03927  -0.714
C 2.99660 3.08063 1.04193  0.124
C 4.21729 3.74058 1.15863  -0.643
C 4.62836 4.62529 0.18096  -0.327
C 3.83548 4.85919 -0.93856  -0.734
C 2.64063 4.18262 -1.07953  -0.386
C 2.20406 3.28474 -0.10271  0.378
C 0.96004 2.52809 -0.28956  0.711
O 0.41193 1.91284 0.75418  -0.948
N 0.41330 2.45707 -1.47352  -1.159
N -0.66647 1.64350 -1.42750  1.346
C -1.59379 1.59627 -2.38021  -0.748
C -2.65010 0.71628 -2.09499  0.726
C -3.71926 0.38633 -2.95759  -1.034
C -4.66666 -0.51192 -2.55388  -0.360
C -4.55102 -1.12097 -1.28402  -0.949
C -3.49898 -0.76232 -0.47957  -0.189
N -2.57721 0.14619 -0.82924  0.495
H 1.71191 1.94741 1.81840  0.488
H 4.82404 3.54356 2.03337  0.407
H 5.57217 5.14381 0.29419  0.377
H 4.15428 5.56562 -1.69353  0.383
H 2.01668 4.32195 -1.95137  0.453
H -1.51563 2.20566 -3.27074  0.441
H -3.75924 0.85599 -3.93152  0.458
H -5.49626 -0.76231 -3.20197  0.405
H -5.26692 -1.85456 -0.94339  0.425
H -3.37471 -1.21280 0.49927  0.514
N -2.22987 1.97483 6.83405  -0.355
C -3.15858 1.68388 5.88471  0.218
O -4.35084 1.71553 6.10755  -0.601
C -2.62773 1.30233 4.53772  0.970
C -3.48088 1.39649 3.44426  -0.827
C -3.02564 1.05808 2.18947  -0.251
N -1.78387 0.60087 1.95452  0.561
C -0.97518 0.47967 3.01679  -0.216
C -1.34215 0.82800 4.29925  -1.034
H -2.57169 2.29919 7.72258  0.240
H -1.26666 2.13380 6.60291  0.183
H -4.49450 1.74141 3.59277  0.477
H -3.67733 1.15162 1.33132  0.586
H 0.01193 0.07984 2.82770  0.281
H -0.62264 0.70061 5.09639  0.377
C 2.48946 -5.80115 -3.75885  -1.490
C 2.10322 -4.64039 -2.88574  0.839
C 0.83240 -4.08105 -2.94518  -1.079
C 0.45351 -3.04504 -2.10453  0.916
C -0.92556 -2.45102 -2.23261  -1.037
C 1.37264 -2.56208 -1.15887  -0.473
Te 0.72853 -1.18077 0.30913  0.588
C 2.68608 -3.06121 -1.13102  0.852
C 3.77339 -2.52215 -0.23602  -1.569
C 3.01915 -4.09758 -1.99419  -0.725
H 1.67362 -6.08832 -4.42038  0.340
H 2.74986 -6.66324 -3.14225  0.335
H 3.36109 -5.55992 -4.36912  0.349
H 0.11745 -4.46127 -3.66628  0.268
H -1.46683 -2.89848 -3.06512  0.366
H -0.85923 -1.37377 -2.39946  0.093
H -1.51049 -2.60417 -1.32430  0.265
H 3.45840 -1.63286 0.30257  0.256
H 4.64684 -2.26195 -0.83478  0.373
H 4.08022 -3.27050 0.49696  0.318
H 4.03082 -4.49053 -1.97023  0.420

Cartesian forces, eV/Å:
0.17 0.21 0.09
0.15 0.01 0.10
-0.12 0.09 -0.18
0.02 -0.02 0.10
-0.01 0.00 0.01
0.02 0.06 -0.06
0.02 -0.08 0.07
0.15 -0.01 0.22
-0.60 -0.20 -0.56
0.05 -0.11 0.11
0.56 0.40 0.09
-0.38 -0.07 -0.35
0.21 -0.02 0.00
0.09 0.10 0.06
-0.11 -0.06 0.04
0.09 0.12 -0.14
0.05 -0.07 0.18
-0.18 -0.09 -0.10
-0.31 -0.03 -0.22
-0.03 0.00 -0.05
-0.02 0.03 0.00
0.00 -0.01 0.00
0.00 -0.03 -0.01
0.00 0.02 0.00
0.01 -0.07 -0.05
-0.04 -0.01 -0.01
0.02 -0.01 -0.02
0.01 0.00 0.01
0.02 0.01 0.00
-0.02 -0.05 -0.10
-0.02 0.15 0.41
0.02 -0.04 -0.12
0.14 -0.16 -0.60
-0.08 0.05 0.35
-0.01 -0.11 -0.12
-0.25 0.25 0.94
0.12 -0.13 -0.22
-0.19 0.04 0.28
0.01 0.01 0.01
0.01 0.03 0.01
0.00 0.00 -0.03
0.07 0.01 -0.06
0.05 0.10 -0.04
0.00 -0.05 -0.01
0.00 0.04 0.02
0.02 0.04 0.03
0.04 -0.03 -0.01
-0.23 0.15 -0.01
0.10 -0.07 -0.01
-0.05 0.15 0.19
0.49 -0.43 -0.24
0.05 0.02 0.07
-0.10 -0.01 0.00
-0.03 -0.01 -0.05
0.01 0.00 -0.01
0.00 -0.02 -0.04
-0.01 -0.01 -0.01
-0.01 0.00 0.02
0.01 -0.02 -0.01
-0.05 -0.02 0.02
-0.03 0.02 -0.04
0.06 0.00 0.02
0.01 -0.02 0.01
0.00 0.00 0.00
0.00 0.00 0.01

Calculated values
Multiplicity: 4
LUMO energy (spin up / spin down), eV: -0.68 / -1.99
Frontier orbital gap (spin up / spin down), eV: 4.74 / 5.44
Total charge: 0
<S²>: 3.791
HOMO level (spin up / spin down), Ha: -0.1993 / -0.2733



[3]
The following is a quantum chemistry calculation of C4H10O2 in the gas phase, from the Open Molecules 2025 dataset.

Each line ends with the Mulliken charge.
Cartesian coordinates (Å):
C -1.63997 -0.72551 0.20331  -1.385
C -0.43094 0.15092 -0.15966  0.583
C 0.66529 -0.70654 -0.78390  -0.709
O 1.72381 0.14286 -1.21592  -0.537
C 0.10538 0.93500 1.04393  -0.680
O 0.94511 2.00217 0.67576  -0.559
H -2.39197 -0.70944 -0.59225  0.326
H -1.35428 -1.77011 0.37566  0.335
H -2.12653 -0.37710 1.12073  0.370
H -0.73148 0.90012 -0.90381  0.274
H 0.26429 -1.28032 -1.63308  0.331
H 1.03274 -1.42668 -0.03230  0.366
H 2.48345 -0.40179 -1.45260  0.307
H -0.73318 1.38098 1.59092  0.327
H 0.61829 0.24116 1.73692  0.275
H 1.56997 1.64427 0.02627  0.377

Cartesian forces, eV/Å:
-0.05 -0.04 0.05
0.03 0.06 -0.04
-0.30 -0.20 0.11
0.30 -0.12 -0.11
-0.27 -0.22 0.16
0.28 0.03 -0.14
0.15 -0.08 0.12
-0.01 0.14 -0.03
0.06 0.01 -0.16
0.02 -0.09 0.09
0.05 0.10 0.11
-0.08 0.15 -0.12
-0.11 0.13 0.01
0.10 -0.09 -0.07
-0.09 0.09 -0.10
-0.08 0.13 0.11

Calculated values
LUMO energy, eV: 0.74
Frontier orbital gap, eV: 10.59
SMILES string: CC(CO)CO
Total charge: 0
HOMO level, Ha: -0.3621



ΔE to the lowest compared entry with this formula, charge and spin across the listed records, respectively: 0.0 33.1 73.5 kJ/mol.